Entry from OMol25: a molecular structure, C47H126NO17V at a distorted geometry (wB97M-V/def2-TZVPD).

## Properties
**HOMO-LUMO gap (alpha / beta)**: 5.674 / 5.700 eV
**Charge**: +1
**E_HOMO (alpha / beta)**: -8.821 / -8.885 eV
**Largest force on an atom**: 0.0852 hartree/bohr
**2S+1**: 4
**LUMO level (alpha / beta)**: -3.147 / -3.186 eV

Each line ends with the Mulliken spin population.
CARTESIAN COORDINATES (ANGSTROEM)
V  3.441  -0.009  -2.482  2.90
C  0.353  -1.854  -0.014  0.01
C  -0.426  -0.900  -0.992  -0.01
C  -1.900  -0.836  -0.511  0.00
C  -2.095  -0.070  0.833  0.01
C  -1.541  1.347  0.694  0.00
C  -0.003  1.393  0.239  -0.01
N  0.130  0.504  -0.982  -0.01
O  1.418  0.613  -1.671  -0.08
C  0.871  0.989  1.522  0.01
C  0.326  2.907  -0.148  0.00
C  -0.531  -1.572  -2.350  -0.01
H  0.085  -2.909  -0.066  0.00
H  -0.002  -1.601  0.985  0.00
H  1.426  -1.674  0.053  0.02
H  -2.212  -1.858  -0.295  0.00
H  -2.539  -0.403  -1.281  0.00
H  -1.576  -0.558  1.658  0.00
H  -3.155  -0.021  1.086  0.00
H  -1.483  1.812  1.678  0.00
H  -2.230  1.871  0.031  0.00
H  0.248  0.469  2.249  0.00
H  1.250  1.873  2.036  0.00
H  1.751  0.453  1.167  0.00
H  1.315  2.919  -0.605  -0.01
H  0.316  3.520  0.753  0.00
H  -0.399  3.335  -0.841  0.00
H  -1.122  -1.019  -3.080  0.00
H  -0.800  -2.627  -2.410  0.00
H  0.489  -1.600  -2.734  0.02
C  -6.242  1.576  1.284  0.00
C  -7.078  1.658  2.585  0.00
C  -6.397  2.025  3.915  0.00
O  -7.960  2.701  2.354  0.00
H  -5.497  2.371  1.235  0.00
H  -6.818  1.582  0.358  0.00
H  -5.795  0.584  1.223  0.00
H  -7.683  0.801  2.882  0.00
H  -6.332  3.102  4.071  0.00
H  -5.394  1.603  3.970  0.00
H  -6.978  1.752  4.796  0.00
H  -8.578  2.646  1.622  0.00
C  -0.742  -5.476  -4.048  0.00
C  -1.339  -4.277  -4.678  0.00
C  -0.314  -3.433  -5.359  0.00
O  -2.182  -4.688  -5.735  0.00
H  -0.204  -5.289  -3.119  0.00
H  -0.017  -5.979  -4.689  0.00
H  -1.409  -6.308  -3.822  0.00
H  -1.875  -3.703  -3.922  0.00
H  -0.838  -2.575  -5.782  0.00
H  0.372  -3.866  -6.087  0.00
H  0.364  -3.082  -4.582  0.00
H  -2.286  -3.940  -6.328  0.00
C  0.742  0.009  -5.696  0.01
C  2.297  0.175  -5.680  0.00
C  2.824  1.097  -6.781  0.00
O  2.604  0.783  -4.425  0.05
H  0.519  -0.543  -6.608  0.00
H  0.221  0.960  -5.806  0.00
H  0.460  -0.454  -4.750  -0.01
H  2.762  -0.810  -5.726  0.00
H  3.900  1.117  -6.607  0.00
H  2.351  2.077  -6.715  0.00
H  2.610  0.622  -7.738  0.00
H  2.492  1.716  -4.625  -0.01
C  1.100  5.060  -5.722  0.00
C  1.598  4.629  -4.313  0.00
C  0.500  3.771  -3.542  0.01
O  2.666  3.717  -4.527  0.00
H  0.296  5.791  -5.638  0.00
H  0.667  4.173  -6.184  0.00
H  1.830  5.515  -6.391  0.00
H  2.053  5.477  -3.801  0.00
H  -0.099  3.192  -4.246  0.00
H  -0.206  4.392  -2.991  0.00
H  0.969  3.094  -2.828  0.00
H  3.253  4.088  -5.189  0.00
C  4.885  -2.790  0.728  0.00
C  4.620  -1.276  0.656  0.01
C  5.709  -0.376  1.304  0.00
O  4.609  -0.835  -0.695  -0.01
H  5.453  -3.047  1.622  0.00
H  5.350  -3.251  -0.144  0.00
H  3.899  -3.253  0.779  0.00
H  3.611  -1.086  1.023  0.00
H  5.980  -0.704  2.307  0.00
H  5.444  0.681  1.334  0.00
H  6.661  -0.390  0.774  0.00
H  5.477  -0.722  -1.088  0.00
C  -2.971  -3.885  1.954  0.00
C  -2.207  -4.020  3.331  0.00
C  -1.584  -5.393  3.441  0.00
O  -1.144  -3.002  3.376  0.00
H  -3.473  -4.839  1.794  0.00
H  -2.216  -3.663  1.199  0.00
H  -3.651  -3.033  1.941  0.00
H  -2.910  -3.926  4.158  0.00
H  -0.960  -5.579  4.315  0.00
H  -1.042  -5.649  2.530  0.00
H  -2.410  -6.102  3.487  0.00
H  -1.537  -2.127  3.396  0.00
C  0.780  6.448  0.257  0.00
C  1.127  7.330  -0.880  0.00
C  0.023  7.592  -1.948  0.00
O  1.509  8.535  -0.183  0.00
H  -0.044  6.909  0.802  0.00
H  1.649  6.341  0.906  0.00
H  0.627  5.403  -0.011  0.00
H  1.946  6.880  -1.441  0.00
H  0.517  7.877  -2.878  0.00
H  -0.658  8.376  -1.619  0.00
H  -0.582  6.692  -2.057  0.00
H  0.875  8.760  0.502  0.00
C  -3.798  -0.964  6.094  0.00
C  -2.417  -0.316  5.854  0.00
C  -2.283  0.636  4.702  0.00
O  -1.828  0.102  6.995  0.00
H  -4.438  -0.188  6.513  0.00
H  -3.752  -1.790  6.803  0.00
H  -4.204  -1.297  5.138  0.00
H  -1.797  -1.165  5.568  0.00
H  -2.813  1.576  4.851  0.00
H  -2.705  0.152  3.821  0.00
H  -1.250  0.773  4.382  0.00
H  -0.984  0.504  6.780  0.00
C  -6.245  -0.827  -2.410  0.00
C  -5.381  -2.026  -2.106  0.00
C  -5.535  -2.456  -0.626  0.00
O  -5.740  -3.180  -2.957  0.00
H  -7.264  -1.176  -2.577  0.00
H  -5.873  -0.205  -3.225  0.00
H  -6.347  -0.282  -1.472  0.00
H  -4.329  -1.761  -2.212  0.00
H  -4.771  -3.157  -0.290  0.00
H  -6.548  -2.788  -0.399  0.00
H  -5.315  -1.523  -0.106  0.00
H  -5.198  -3.951  -2.771  0.00
C  2.949  -5.848  3.226  0.00
C  1.843  -4.756  3.412  0.00
C  2.377  -3.364  3.703  0.00
O  1.106  -4.706  2.233  0.00
H  3.216  -6.094  4.254  0.00
H  3.800  -5.492  2.645  0.00
H  2.649  -6.796  2.780  0.00
H  1.096  -4.845  4.201  0.00
H  3.064  -2.964  2.958  0.00
H  2.961  -3.540  4.606  0.00
H  1.660  -2.586  3.964  0.00
H  0.449  -4.023  2.384  0.00
C  4.054  2.784  0.244  0.00
C  4.112  2.933  -1.281  0.04
C  5.072  3.930  -1.840  0.00
O  4.618  1.739  -1.783  0.05
H  3.430  1.922  0.481  0.00
H  3.558  3.521  0.875  0.00
H  5.028  2.634  0.708  0.00
H  3.088  3.117  -1.606  -0.01
H  5.234  3.922  -2.918  0.00
H  6.012  3.930  -1.288  0.00
H  4.564  4.843  -1.530  0.00
H  5.568  1.618  -1.726  0.01
C  1.355  -0.322  5.612  0.00
O  0.859  0.942  6.002  0.00
H  1.225  -0.959  6.486  0.00
H  0.832  -0.694  4.731  0.00
H  2.413  -0.319  5.348  0.00
H  1.526  1.366  6.547  0.00
C  3.559  2.209  4.003  0.00
O  4.109  3.026  5.031  0.00
H  3.928  1.197  4.166  0.00
H  2.477  2.230  4.133  0.00
H  3.896  2.587  3.037  0.00
H  3.608  2.863  5.834  0.00
C  1.806  -6.149  -0.823  0.00
O  1.844  -4.723  -0.410  0.00
H  1.248  -6.652  -0.034  0.00
H  1.235  -6.244  -1.747  0.00
H  2.726  -6.730  -0.762  0.00
H  1.776  -4.629  0.543  0.00
C  2.934  -3.066  -2.557  -0.02
O  2.945  -2.051  -3.509  0.02
H  3.933  -3.369  -2.244  -0.02
H  2.637  -2.559  -1.639  0.04
H  2.384  -3.935  -2.919  0.00
H  3.006  -2.514  -4.348  0.00
C  -3.184  4.751  1.355  0.00
O  -3.821  5.393  2.435  0.00
H  -2.214  4.319  1.597  0.00
H  -3.837  3.910  1.123  0.00
H  -3.083  5.419  0.499  0.00
H  -4.775  5.328  2.348  0.00